A cluster of 11 separate species, C38H88Br2F3N21O14P in total in a non-equilibrium geometry, computed with the ωB97M-V functional and the def2-TZVPD basis.

Output
* net charge: -1
* Kohn-Sham gap: 0.235 Ha
* LUMO level: 1.4 eV

Last columns: bonded neighbours and bond lengths (Å).
Atoms and positions in Å:
1 C -3.22748 4.54264 0.11101  C2 1.570, H40 1.101, H41 1.102, H42 1.105
2 C -3.92550 4.48855 -1.29449  C1 1.570, C3 1.563, H43 1.100, H44 1.104
3 C -4.28816 3.01354 -1.66239  C2 1.563, C4 1.567, H45 1.105, H46 1.100
4 C -5.05529 3.04397 -3.02815  C3 1.567, C5 1.551, H47 1.109, H48 1.104
5 C -4.62927 1.93937 -4.03023  C4 1.551, C6 1.549, H49 1.111, H50 1.102
6 C -3.09740 1.80597 -4.21533  C5 1.549, C7 1.559, H51 1.105, H52 1.108
7 C -2.71823 0.94642 -5.45900  C6 1.559, C8 1.554, H53 1.107, H54 1.104
8 C -2.97258 -0.56851 -5.22204  C7 1.554, C9 1.548, H55 1.111, H56 1.101
9 C -1.90474 -1.17183 -4.27712  C8 1.548, C10 1.548, H57 1.099, H58 1.110
10 C -2.04853 -2.69055 -4.01252  C9 1.548, C11 1.552, H59 1.104, H60 1.112
11 C -2.76299 -3.07527 -2.68937  C10 1.552, C12 1.549, H61 1.111, H62 1.105
12 C -2.33196 -2.28212 -1.43009  C11 1.549, C13 1.563, H63 1.108, H64 1.107
13 C -0.85407 -2.49584 -0.96938  C12 1.563, C14 1.559, H65 1.102, H66 1.104
14 C -0.78395 -3.17457 0.43236  C13 1.559, C15 1.566, H67 1.100, H68 1.105
15 C 0.33566 -2.64385 1.38959  C14 1.566, C16 1.549, H69 1.112, H70 1.107
16 C 1.64579 -2.17915 0.70694  C15 1.549, C17 1.567, H71 1.107, H72 1.101
17 C 2.84725 -2.15243 1.71263  C16 1.567, C18 1.561, H73 1.102, H74 1.108
18 C 3.45406 -0.75087 2.03741  C17 1.561, C19 1.559, H75 1.108, H76 1.105
19 C 4.75809 -0.34006 1.28782  C18 1.559, P20 1.898, C22 1.567, C27 1.555
20 P 5.76221 0.57919 2.61000  C19 1.898, N21 1.595, H77 1.418, H78 1.416
21 N 6.06380 -0.31763 3.89417  P20 1.595, H79 1.019
22 C 5.77251 -1.44086 0.82336  C19 1.567, O23 1.176, O24 1.353
23 O 6.28069 -2.24820 1.51031  C22 1.176
24 O 6.01100 -1.29002 -0.49940  C22 1.353, C25 1.442
25 C 5.02961 -0.44989 -1.14089  O24 1.442, C26 1.567, C27 1.555, H80 1.094
26 C 3.92320 -1.46529 -1.58858  C25 1.567, H81 1.103, H82 1.102, H83 1.104
27 C 4.65657 0.53353 0.00510  C19 1.555, C25 1.555, C28 1.550, C37 1.592
28 C 3.36862 1.36979 -0.20216  C27 1.550, C29 1.556, H84 1.101, H85 1.108
29 C 3.37445 2.26138 -1.47741  C28 1.556, C30 1.539, H86 1.101, H87 1.099
30 C 1.94502 2.52601 -1.98274  C29 1.539, F31 1.380, Br32 1.950, C33 1.590
31 F 2.01951 3.59616 -2.85040  C30 1.380
32 Br 1.15878 1.04901 -2.98451  C30 1.950
33 C 0.95449 2.99713 -0.83163  C30 1.590, F34 1.363, F35 1.331, Br36 1.962
34 F 0.08154 3.86666 -1.41367  C33 1.363
35 F 1.58103 3.70134 0.10863  C33 1.331
36 Br -0.19068 1.59888 -0.06813  C33 1.962
37 C 5.79017 1.64440 -0.12107  C27 1.592, O38 1.218, O39 1.271
38 O 6.81618 1.44934 -0.74827  C37 1.218
39 O 5.58629 2.73085 0.50580  C37 1.271
40 H -3.03425 3.52649 0.48873  C1 1.101
41 H -2.28164 5.10412 0.04503  C1 1.102
42 H -3.85162 5.07967 0.84761  C1 1.105
43 H -3.30767 4.96733 -2.06809  C2 1.100
44 H -4.88222 5.03064 -1.19789  C2 1.104
45 H -4.94328 2.64573 -0.85251  C3 1.105
46 H -3.36013 2.42385 -1.69030  C3 1.100
47 H -6.11795 2.84668 -2.78116  C4 1.109
48 H -5.00633 4.03699 -3.50785  C4 1.104
49 H -5.03970 2.22924 -5.02076  C5 1.111
50 H -5.04917 0.94542 -3.80599  C5 1.102
51 H -2.66242 1.34017 -3.31275  C6 1.105
52 H -2.63944 2.81246 -4.29243  C6 1.108
53 H -3.34146 1.29873 -6.30364  C7 1.107
54 H -1.66545 1.15124 -5.72027  C7 1.104
55 H -2.80682 -1.04757 -6.21103  C8 1.111
56 H -4.01197 -0.78276 -4.93028  C8 1.101
57 H -1.83977 -0.55261 -3.37119  C9 1.099
58 H -0.93629 -1.03918 -4.80354  C9 1.110
59 H -1.06825 -3.17988 -4.14422  C10 1.104
60 H -2.68061 -3.09312 -4.83358  C10 1.112
61 H -2.50399 -4.13767 -2.49188  C11 1.111
62 H -3.86517 -3.04996 -2.76038  C11 1.105
63 H -2.98369 -2.63964 -0.60850  C12 1.108
64 H -2.56535 -1.20335 -1.52114  C12 1.107
65 H -0.30361 -3.14303 -1.67136  C13 1.102
66 H -0.40697 -1.48974 -0.89131  C13 1.104
67 H -0.58959 -4.24744 0.29031  C14 1.100
68 H -1.73325 -3.11578 0.99513  C14 1.105
69 H -0.04222 -1.81591 2.02796  C15 1.112
70 H 0.56159 -3.46319 2.09814  C15 1.107
71 H 1.88886 -2.92961 -0.07002  C16 1.107
72 H 1.45670 -1.21403 0.21306  C16 1.101
73 H 3.58528 -2.90343 1.38625  C17 1.102
74 H 2.43312 -2.52724 2.66988  C17 1.108
75 H 3.67967 -0.77100 3.12176  C18 1.108
76 H 2.64724 -0.00376 1.93118  C18 1.105
77 H 5.05612 1.74203 3.00840  P20 1.418
78 H 7.00185 0.91099 2.01040  P20 1.416
79 H 7.07648 -0.40345 3.96202  N21 1.019
80 H 5.37299 -0.03242 -2.09159  C25 1.094
81 H 2.93466 -0.98576 -1.68051  C26 1.103
82 H 3.86109 -2.28948 -0.85970  C26 1.102
83 H 4.16600 -1.93797 -2.55579  C26 1.104
84 H 3.23371 1.98730 0.69887  C28 1.101
85 H 2.51730 0.66776 -0.29823  C28 1.108
86 H 3.96049 1.84774 -2.31260  C29 1.101
87 H 3.81544 3.23325 -1.21398  C29 1.099
88 C 1.20536 0.79348 4.58641  O89 1.224, N90 1.360, N91 1.362
89 O 0.76131 -0.16828 3.97226  C88 1.224
90 N 0.94192 2.08015 4.23269  C88 1.360, H92 1.007, H93 1.005
91 N 2.00513 0.66389 5.68072  C88 1.362, H94 1.004, H95 1.006
92 H 1.29916 2.87998 4.72935  N90 1.007
93 H 0.35791 2.22367 3.42768  N90 1.005
94 H 2.23051 -0.26820 5.97719  N91 1.004
95 H 2.37828 1.44738 6.18950  N91 1.006
96 C 1.91607 -6.18960 3.20840  O97 1.216, N98 1.368, N99 1.364
97 O 1.08502 -5.31851 3.03591  C96 1.216
98 N 1.57815 -7.50587 3.36130  C96 1.368, H100 1.002, H101 1.004
99 N 3.25276 -5.92411 3.26258  C96 1.364, H102 1.006, H103 1.002
100 H 2.24547 -8.23953 3.50369  N98 1.002
101 H 0.60084 -7.73383 3.32517  N98 1.004
102 H 3.53506 -4.96471 3.15213  N99 1.006
103 H 3.95530 -6.62463 3.40273  N99 1.002
104 C -3.27032 -6.40197 0.02590  O105 1.219, N106 1.369, N107 1.361
105 O -2.42165 -5.54322 0.19047  C104 1.219
106 N -3.48473 -7.00043 -1.18694  C104 1.369, H108 1.002, H109 1.004
107 N -4.07303 -6.83547 1.03598  C104 1.361, H110 1.009, H111 1.002
108 H -4.17648 -7.70774 -1.34430  N106 1.002
109 H -2.90844 -6.70187 -1.95269  N106 1.004
110 H -3.93667 -6.41132 1.94133  N107 1.009
111 H -4.77639 -7.54061 0.92803  N107 1.002
112 C -5.76022 -1.35094 -7.53971  O113 1.221, N114 1.369, N115 1.359
113 O -6.14526 -1.02915 -6.42684  C112 1.221
114 N -5.26418 -0.44393 -8.43706  C112 1.369, H116 1.002, H117 1.004
115 N -5.79009 -2.63503 -7.98371  C112 1.359, H118 1.002, H119 1.001
116 H -4.94293 -0.68719 -9.35430  N114 1.002
117 H -5.22516 0.51539 -8.14434  N114 1.004
118 H -6.14658 -3.33018 -7.35648  N115 1.002
119 H -5.48065 -2.91945 -8.89222  N115 1.001
120 C 6.00562 5.07743 -2.51034  O121 1.218, N122 1.376, N123 1.359
121 O 6.04378 4.04539 -3.15542  C120 1.218
122 N 6.20395 6.30814 -3.09320  C120 1.376, H124 1.002, H125 1.003
123 N 5.76454 5.11073 -1.17361  C120 1.359, H126 1.021, H127 1.002
124 H 6.17764 7.17307 -2.58888  N122 1.002
125 H 6.38382 6.32337 -4.07974  N122 1.003
126 H 5.61154 4.22298 -0.69259  N123 1.021
127 H 5.72881 5.95957 -0.64272  N123 1.002
128 C 2.43349 4.82830 6.75018  O129 1.229, N130 1.354, N131 1.358
129 O 2.34858 3.74020 6.18614  C128 1.229
130 N 2.70449 5.96672 6.06957  C128 1.354, H132 1.004, H133 1.004
131 N 2.26599 4.97314 8.08971  C128 1.358, H134 1.004, H135 1.002
132 H 2.78480 6.87056 6.49840  N130 1.004
133 H 2.83404 5.88669 5.07715  N130 1.004
134 H 2.06232 4.14582 8.62001  N131 1.004
135 H 2.33078 5.85256 8.56548  N131 1.002
136 C -2.73950 -5.30386 4.89344  O137 1.224, N138 1.368, N139 1.354
137 O -3.39257 -6.05385 4.18043  C136 1.224
138 N -2.87733 -5.29012 6.25418  C136 1.368, H140 1.002, H141 1.003
139 N -1.83117 -4.42921 4.39942  C136 1.354, H142 1.008, H143 1.003
140 H -2.35481 -4.68619 6.85944  N138 1.002
141 H -3.54227 -5.92584 6.65401  N138 1.003
142 H -1.70020 -4.41124 3.40058  N139 1.008
143 H -1.28724 -3.80901 4.96959  N139 1.003
144 C -7.88504 -5.60498 -9.01472  O145 1.219, N146 1.363, N147 1.364
145 O -6.98431 -4.78909 -8.91761  C144 1.219
146 N -9.18554 -5.29035 -8.75489  C144 1.363, H148 1.002, H149 1.004
147 N -7.66685 -6.89845 -9.39028  C144 1.364, H150 1.004, H151 1.002
148 H -9.94226 -5.94333 -8.82724  N146 1.002
149 H -9.38082 -4.34560 -8.47518  N146 1.004
150 H -6.71931 -7.16382 -9.58869  N147 1.004
151 H -8.39272 -7.58417 -9.47571  N147 1.002
152 C -1.92642 3.94190 6.93463  O153 1.222, N154 1.359, N155 1.367
153 O -1.50903 4.76669 7.73313  C152 1.222
154 N -1.13693 2.97565 6.39523  C152 1.359, H156 1.003, H157 1.006
155 N -3.22791 3.92307 6.51548  C152 1.367, H158 1.003, H159 1.002
156 H -1.46003 2.28985 5.73855  N154 1.003
157 H -0.17203 2.95842 6.67871  N154 1.006
158 H -3.84034 4.62254 6.89230  N155 1.003
159 H -3.59244 3.25700 5.86112  N155 1.002
160 C 6.05562 7.77587 5.30174  O161 1.221, N162 1.364, N163 1.362
161 O 5.10136 8.38432 5.76109  C160 1.221
162 N 7.18888 7.53842 6.02278  C160 1.364, H164 1.002, H165 1.003
163 N 6.06736 7.28202 4.03249  C160 1.362, H166 1.004, H167 1.003
164 H 7.98206 7.04023 5.66561  N162 1.002
165 H 7.21471 7.88726 6.96313  N162 1.003
166 H 5.24902 7.43717 3.47250  N163 1.004
167 H 6.83854 6.77758 3.63646  N163 1.003